{
  "formula": "C37H35BBr2Cl3ErF2N2O4Si",
  "method": "wB97M-V/def2-TZVPD",
  "multiplicity": 4,
  "lumo_ev": [4.094, 4.094],
  "total_charge": -2,
  "homo_lumo_gap_ev": [6.030, 6.035],
  "e_homo_ha": [-0.0712, -0.0713],
  "max_force_ha_per_bohr": 0.028,
  "symbols": ["Er", "O", "C", "C", "C", "C", "C", "C", "C", "C", "C", "O", "C", "C", "C", "C", "C", "C", "C", "C", "C", "C", "C", "C", "N", "C", "C", "C", "C", "C", "C", "C", "C", "C", "C", "C", "C", "H", "H", "H", "H", "H", "H", "H", "H", "H", "H", "H", "H", "H", "H", "H", "H", "H", "H", "H", "H", "H", "H", "H", "H", "H", "H", "H", "N", "C", "C", "C", "O", "O", "H", "H", "H", "H", "H", "H", "Br", "C", "Br", "H", "H", "F", "B", "F", "Cl", "Si", "Cl", "Cl"],
  "positions_angstrom": [[11.878, 10.648, 14.485], [11.155, 9.365, 12.803], [10.163, 9.203, 11.847], [9.385, 10.547, 11.699], [8.516, 10.785, 12.903], [7.143, 10.717, 12.745], [6.347, 10.708, 13.859], [6.944, 10.787, 15.113], [8.330, 10.893, 15.208], [9.005, 11.085, 16.524], [9.918, 9.916, 16.978], [10.952, 9.697, 16.134], [9.169, 8.596, 17.151], [9.905, 7.423, 16.942], [9.327, 6.193, 17.204], [8.024, 6.085, 17.662], [7.271, 7.234, 17.842], [7.846, 8.485, 17.563], [10.448, 10.232, 18.396], [9.605, 10.491, 19.464], [10.095, 10.618, 20.768], [11.472, 10.479, 20.993], [12.320, 10.226, 19.912], [11.813, 10.115, 18.621], [9.099, 10.918, 14.093], [10.776, 8.689, 10.526], [11.363, 7.417, 10.562], [11.977, 6.895, 9.441], [11.997, 7.620, 8.245], [11.394, 8.871, 8.183], [10.792, 9.393, 9.340], [9.063, 8.200, 12.264], [8.963, 7.848, 13.593], [7.894, 7.072, 14.034], [6.934, 6.658, 13.124], [7.056, 6.982, 11.776], [8.107, 7.773, 11.349], [8.742, 10.580, 10.825], [10.155, 11.308, 11.567], [6.711, 10.613, 11.752], [5.263, 10.601, 13.749], [6.352, 10.809, 16.021], [8.277, 11.350, 17.288], [9.702, 11.934, 16.467], [10.913, 7.542, 16.599], [9.910, 5.290, 17.026], [7.547, 5.119, 17.832], [6.231, 7.209, 18.174], [7.224, 9.359, 17.699], [8.540, 10.557, 19.278], [9.418, 10.839, 21.594], [11.879, 10.597, 21.993], [13.373, 10.041, 20.086], [12.460, 9.923, 17.772], [11.349, 6.854, 11.486], [12.432, 5.913, 9.489], [12.501, 7.200, 7.372], [11.430, 9.440, 7.270], [10.360, 10.376, 9.350], [9.724, 8.191, 14.282], [7.768, 6.816, 15.090], [6.078, 6.083, 13.467], [6.307, 6.612, 11.066], [8.232, 8.047, 10.292], [13.181, 8.493, 14.377], [14.575, 8.484, 14.779], [14.796, 8.943, 16.220], [14.594, 10.458, 16.410], [15.256, 11.020, 17.272], [13.661, 10.974, 15.690], [12.636, 7.814, 14.903], [13.103, 8.266, 13.380], [15.121, 9.155, 14.098], [15.029, 7.473, 14.636], [15.811, 8.716, 16.547], [14.092, 8.426, 16.892], [14.739, 13.913, 14.877], [13.355, 14.544, 16.045], [12.881, 13.509, 17.610], [12.414, 14.596, 15.460], [13.634, 15.526, 16.435], [9.653, 14.059, 14.562], [10.606, 13.225, 14.098], [10.695, 13.422, 12.767], [15.805, 12.017, 11.582], [13.782, 11.069, 11.919], [12.641, 11.956, 10.228], [14.332, 8.962, 11.201]]
}